No. 1
This record from the OMol25 dataset describes a structure of composition C6H13N3O at a distorted geometry. The level of theory is the ωB97M-V functional and the def2-TZVPD basis.

Structure (ORCA input):
```
! RIJCOSX wB97M-V def2-TZVPD def2/J DEFGRID3
* xyz 0 1
C -1.222 -0.726 -0.793
C 0.348 -0.168 -1.466
C 1.406 0.722 -0.801
C 0.168 1.381 1.325
C 1.056 0.415 0.603
N -1.791 -1.410 -1.914
N -0.800 0.831 2.116
C 1.340 -0.823 1.176
O -1.097 -1.462 0.319
N 0.325 2.652 1.307
H 0.080 -1.530 0.713
H -1.737 0.226 -0.610
H -1.675 -2.412 -1.827
H -2.760 -1.166 -2.071
H -1.178 -0.068 1.842
H -1.451 1.484 2.522
H 1.086 2.946 0.702
H 0.766 -1.146 -1.693
H -0.028 0.297 -2.373
H 1.249 1.767 -1.061
H 2.421 0.418 -1.055
H 1.292 -0.872 2.257
H 2.202 -1.353 0.784
*
```

Computed properties:
**LUMO**: -0.0081 hartree
**Frontier orbital gap**: 8.73 eV
**HOMO level**: -8.95 eV
**Energy relative to the best compared isomer or geometry (same formula, charge and spin)**: 86.55 kcal/mol

No. 2
This record from the OMol25 dataset describes an isolated molecule of C6H13N3O3 at a distorted geometry. The level of theory is the ωB97M-V functional and the def2-TZVPD basis.

Structure (ORCA input):
```
! RIJCOSX wB97M-V def2-TZVPD def2/J DEFGRID3
* xyz 0 1
N -1.982 -0.624 0.849
C -1.573 -0.913 -0.658
C -0.314 -1.595 -0.642
N 0.119 -1.652 -1.960
C 0.386 -1.068 0.672
O 0.342 -1.701 1.690
N 1.330 -0.021 0.589
C 1.676 0.993 -0.347
C 0.453 1.755 -0.431
C 0.474 2.315 1.099
O 1.199 3.110 1.558
O -0.201 1.487 1.946
H -2.938 -0.462 0.980
H -1.750 -1.301 1.571
H -2.363 -1.432 -1.231
H -1.499 0.182 -1.224
H -0.618 -2.614 -0.189
H 0.541 -0.739 -2.270
H 0.978 -2.479 -1.825
H 1.708 0.150 1.555
H 2.552 1.500 0.220
H 2.125 0.459 -1.200
H 0.616 2.472 -1.140
H -0.304 1.234 -0.912
H -0.958 0.945 1.298
*
```

Computed properties:
**LUMO**: 0.0218 hartree
**Frontier orbital gap**: 9.97 eV
**HOMO level**: -9.38 eV
**SMILES string**: NC[C@@H](N)C(=O)NCCC(=O)O
**Energy relative to the best compared isomer or geometry (same formula, charge and spin)**: 88.74 kcal/mol

No. 3
This record from the OMol25 dataset describes a cluster of 2 separate species, C6H13N4 in total at a distorted geometry. The level of theory is the ωB97M-V functional and the def2-TZVPD basis.

Structure (ORCA input):
```
! RIJCOSX wB97M-V def2-TZVPD def2/J DEFGRID3
* xyz 1 1
C -2.025 2.258 -1.130
C -1.679 1.322 -0.178
C -0.062 1.718 -1.848
C 2.445 0.297 1.472
C 1.852 0.238 -0.014
C 0.417 0.149 0.093
N -1.068 2.487 -2.021
N -0.348 0.969 -0.587
N -0.300 -0.943 0.941
N -1.640 -2.874 0.078
H -2.900 2.747 -1.349
H -2.059 0.908 0.721
H 0.824 1.581 -2.474
H 1.701 0.347 2.185
H 3.185 1.076 1.571
H 3.011 -0.665 1.630
H 2.080 1.152 -0.590
H 2.390 -0.615 -0.406
H 0.256 -1.207 1.763
H -0.875 -1.725 0.572
H -2.629 -2.797 0.067
H -1.211 -2.683 -0.821
H -1.365 -3.741 0.326
*
```

Computed properties:
**LUMO**: -0.1832 hartree
**Frontier orbital gap**: 8.37 eV
**HOMO level**: -13.36 eV
**Energy relative to the best compared isomer or geometry (same formula, charge and spin)**: 57.83 kcal/mol

No. 4
This record from the OMol25 dataset describes the ion C6H13N4 with charge +1. The level of theory is the ωB97M-V functional and the def2-TZVPD basis.

Structure (ORCA input):
```
! RIJCOSX wB97M-V def2-TZVPD def2/J DEFGRID3
* xyz 1 1
C 0.571 0.095 -2.808
C -0.552 -0.383 -1.894
C -0.079 -1.240 -0.715
C -1.074 -1.232 0.443
C -1.291 0.142 1.147
C -0.013 0.828 1.406
N 0.700 1.591 0.573
N 1.800 1.954 1.199
N 1.786 1.441 2.387
N 0.663 0.745 2.568
H 1.398 0.524 -2.252
H 0.940 -0.716 -3.429
H 0.181 0.848 -3.486
H -1.232 -0.991 -2.487
H -1.136 0.474 -1.565
H 0.932 -0.985 -0.403
H -0.030 -2.272 -1.054
H -0.787 -1.947 1.209
H -2.040 -1.512 0.038
H -1.932 0.800 0.572
H -1.788 -0.034 2.098
H 2.555 1.607 3.029
H 0.427 0.263 3.425
*
```

Computed properties:
**LUMO**: -0.1766 hartree
**Frontier orbital gap**: 9.60 eV
**HOMO level**: -14.41 eV
**SMILES string**: CCCCCc1nn[nH][nH+]1
**Energy relative to the best compared isomer or geometry (same formula, charge and spin)**: 49.59 kcal/mol

No. 5
This record from the OMol25 dataset describes a structure of composition C6H13N4O at a distorted geometry. The level of theory is the ωB97M-V functional and the def2-TZVPD basis.

Structure (ORCA input):
```
! RIJCOSX wB97M-V def2-TZVPD def2/J DEFGRID3
* xyz 1 3
C 0.220 2.923 -0.296
C 2.038 1.333 -0.365
C -1.293 -2.405 1.101
C -0.074 -1.472 0.972
C 1.845 -0.090 -0.864
C -1.883 -0.952 -0.596
N 0.643 1.747 -0.411
N -2.406 -1.738 0.564
N -0.392 -0.827 -0.277
N 0.309 -0.057 -0.892
O 0.994 3.954 0.076
H -0.840 2.978 -0.354
H 2.236 1.526 0.697
H 2.620 1.990 -1.016
H -1.031 -3.469 0.568
H -1.419 -2.621 2.098
H -0.111 -0.766 1.825
H 0.989 -2.000 0.986
H 2.114 -0.270 -1.994
H 2.365 -0.817 -0.263
H -1.885 -1.642 -1.421
H -2.416 0.054 -0.658
H -3.315 -2.212 0.504
H 0.691 4.833 0.017
*
```

Computed properties:
**LUMO (alpha / beta)**: -0.0907 / -0.2254 hartree
**Frontier orbital gap (alpha / beta)**: 8.00 / 6.17 eV
**HOMO level (alpha / beta)**: -10.47 / -12.30 eV
**Energy relative to the best compared isomer or geometry (same formula, charge and spin)**: 72.59 kcal/mol
**⟨S²⟩**: 2.01

No. 6
This record from the OMol25 dataset describes a cluster of 2 separate species, C6H13NO in total at a distorted geometry. The level of theory is the ωB97M-V functional and the def2-TZVPD basis.

Structure (ORCA input):
```
! RIJCOSX wB97M-V def2-TZVPD def2/J DEFGRID3
* xyz 0 1
C 0.146 -2.826 1.419
C 0.884 -1.686 1.265
C 0.644 -0.413 0.695
C -0.320 -0.039 -0.218
C -1.510 -0.946 -0.383
N -0.278 1.255 -0.684
C -1.299 1.699 -1.744
H 0.417 -3.804 1.551
H -0.934 -2.762 1.272
H 1.875 -1.715 1.852
H 1.605 0.104 0.669
H -2.368 -0.484 -1.052
H -0.984 -2.008 -0.526
H -1.905 -1.192 0.673
H 0.474 1.865 -0.443
H -2.044 2.432 -1.217
H -1.776 0.876 -2.199
H -0.823 2.338 -2.472
O 2.472 2.552 0.334
H 2.419 1.803 0.899
H 3.302 2.952 0.308
*
```

Computed properties:
**LUMO**: 0.0282 hartree
**Frontier orbital gap**: 7.68 eV
**HOMO level**: -6.91 eV
**SMILES string**: C=C/C=C(\C)NC.O
**Energy relative to the best compared isomer or geometry (same formula, charge and spin)**: 89.94 kcal/mol

No. 7
This record from the OMol25 dataset describes an isolated molecule of C6H13NO at a distorted geometry. The level of theory is the ωB97M-V functional and the def2-TZVPD basis.

Structure (ORCA input):
```
! RIJCOSX wB97M-V def2-TZVPD def2/J DEFGRID3
* xyz 0 1
C 2.421 -1.081 0.159
C 1.005 -1.083 -0.320
N 0.315 0.138 0.111
C -0.155 0.021 1.488
C -0.830 0.442 -0.837
C -1.043 1.968 -0.774
C -2.122 -0.198 -0.411
O -2.489 -1.224 -0.950
H 3.058 -1.730 -0.456
H 2.534 -1.287 1.229
H 2.950 -0.114 0.149
H 0.484 -2.002 0.076
H 0.868 -1.226 -1.391
H -0.664 -0.937 1.659
H -0.694 0.923 1.799
H 0.738 0.079 2.119
H -0.508 0.130 -1.828
H -1.845 2.235 -1.451
H -1.190 2.333 0.240
H -0.110 2.461 -1.054
H -2.722 0.151 0.444
*
```

Computed properties:
**LUMO**: 0.0365 hartree
**Frontier orbital gap**: 9.72 eV
**HOMO level**: -8.73 eV
**SMILES string**: CCN(C)[C@H](C)C=O
**Energy relative to the best compared isomer or geometry (same formula, charge and spin)**: 47.93 kcal/mol

No. 8
This record from the OMol25 dataset describes a cluster of 2 separate species, C6H13NO in total at a distorted geometry. The level of theory is the ωB97M-V functional and the def2-TZVPD basis.

Structure (ORCA input):
```
! RIJCOSX wB97M-V def2-TZVPD def2/J DEFGRID3
* xyz 0 1
C -2.220 -0.459 2.467
C -0.812 -0.192 2.007
C -0.427 -0.085 0.733
C 0.962 0.387 0.362
C 1.618 -0.553 -0.600
C 2.079 -0.097 -1.767
N 2.873 -0.948 -2.566
H -2.867 -1.123 1.867
H -2.299 -0.951 3.466
H -2.660 0.539 2.585
H -0.101 -0.013 2.801
H -1.004 -0.261 -0.131
H 0.890 1.470 0.059
H 1.694 0.297 1.307
H 1.542 -1.562 -0.389
H 2.006 0.834 -2.155
H 3.403 -0.479 -3.299
H 3.521 -1.553 -2.055
O -2.349 1.737 -1.658
H -2.597 0.957 -1.086
H -3.253 2.055 -1.949
*
```

Computed properties:
**LUMO**: 0.0305 hartree
**Frontier orbital gap**: 8.63 eV
**HOMO level**: -7.80 eV
**SMILES string**: C/C=C/C/C=C/N.O
**Energy relative to the best compared isomer or geometry (same formula, charge and spin)**: 63.96 kcal/mol

No. 9
This record from the OMol25 dataset describes an isolated molecule of C6H13NO at a distorted geometry. The level of theory is the ωB97M-V functional and the def2-TZVPD basis.

Structure (ORCA input):
```
! RIJCOSX wB97M-V def2-TZVPD def2/J DEFGRID3
* xyz 0 1
C 2.575 1.125 -0.311
C 1.886 0.288 0.440
C 0.464 -0.508 -0.127
C 0.610 -1.943 0.346
C -0.546 0.317 0.548
N -0.524 1.686 0.270
C -1.985 -0.462 -0.402
O -2.927 0.595 -0.474
H 2.228 1.418 -1.295
H 3.546 1.512 -0.027
H 2.202 0.032 1.445
H 0.457 -0.385 -1.208
H -0.197 -2.564 -0.036
H 0.585 -1.993 1.434
H 1.567 -2.348 0.019
H -0.640 0.120 1.616
H -1.113 2.248 0.868
H -0.767 1.863 -0.702
H -2.415 -1.226 0.250
H -1.832 -0.882 -1.405
H -3.173 1.108 -1.247
*
```

Computed properties:
**LUMO**: 0.0294 hartree
**Frontier orbital gap**: 8.79 eV
**HOMO level**: -7.99 eV
**SMILES string**: C=C[C@@H](C)[C@@H](N)CO
**Energy relative to the best compared isomer or geometry (same formula, charge and spin)**: 89.59 kcal/mol

No. 10
This record from the OMol25 dataset describes an isolated molecule of C6H13NO at a distorted geometry. The level of theory is the ωB97M-V functional and the def2-TZVPD basis.

Structure (ORCA input):
```
! RIJCOSX wB97M-V def2-TZVPD def2/J DEFGRID3
* xyz 0 1
C 2.523 -1.711 1.103
C 1.998 -0.715 0.054
C 0.469 -0.731 0.073
N 0.008 0.615 -0.389
C -1.401 0.642 -0.790
C -1.781 2.060 -1.135
C -2.340 0.219 0.354
O -2.067 0.366 1.513
H 2.503 -1.296 2.108
H 3.555 -2.057 0.973
H 1.982 -2.658 1.022
H 2.427 0.263 0.238
H 2.327 -1.012 -0.942
H -0.078 -1.496 -0.476
H 0.100 -0.827 1.103
H 0.126 1.291 0.356
H -1.522 -0.140 -1.543
H -0.982 2.495 -1.743
H -1.840 2.706 -0.258
H -2.708 2.233 -1.681
H -3.300 -0.249 0.059
*
```

Computed properties:
**LUMO**: 0.0381 hartree
**Frontier orbital gap**: 9.82 eV
**HOMO level**: -8.78 eV
**SMILES string**: CCCN[C@H](C)C=O
**Energy relative to the best compared isomer or geometry (same formula, charge and spin)**: 36.79 kcal/mol

No. 11
This record from the OMol25 dataset describes a cluster of 2 separate species, C6H13NO in total at a distorted geometry. The level of theory is the ωB97M-V functional and the def2-TZVPD basis.

Structure (ORCA input):
```
! RIJCOSX wB97M-V def2-TZVPD def2/J DEFGRID3
* xyz 0 1
C 1.142 1.235 -0.709
C -0.056 -0.423 -0.943
C 0.834 -1.382 -1.381
O 0.502 2.484 -0.485
H 0.609 3.033 -1.274
H 2.151 1.190 -0.302
H 1.340 1.146 -1.780
H -0.765 0.025 -1.634
H 1.260 -2.120 -0.716
H 1.281 -1.308 -2.365
C -0.992 -1.653 1.118
C -0.624 -0.307 0.484
N -1.839 0.524 0.408
C 0.523 0.408 1.122
H -1.567 1.478 0.174
H -2.277 0.565 1.324
H -1.379 -1.490 2.128
H -1.762 -2.157 0.530
H -0.123 -2.307 1.205
H 1.425 -0.171 1.297
H 0.315 1.230 1.799
*
```

Computed properties:
**LUMO**: 0.0108 hartree
**Frontier orbital gap**: 7.69 eV
**HOMO level**: -7.39 eV
**Energy relative to the best compared isomer or geometry (same formula, charge and spin)**: 136.63 kcal/mol

No. 12
This record from the OMol25 dataset describes an isolated molecule of C6H13NO at a distorted geometry. The level of theory is the ωB97M-V functional and the def2-TZVPD basis.

Structure (ORCA input):
```
! RIJCOSX wB97M-V def2-TZVPD def2/J DEFGRID3
* xyz 0 1
C 2.828 1.752 -1.136
C 1.494 1.058 -0.971
C 0.631 1.400 -0.014
C -0.824 1.031 -0.027
C -1.301 -0.485 0.134
N -2.430 -0.528 1.136
C -0.154 -1.374 0.613
O -0.255 -2.720 0.178
H 2.747 2.741 -1.602
H 3.367 1.927 -0.214
H 3.397 1.161 -1.854
H 1.216 0.378 -1.767
H 1.044 2.050 0.758
H -1.286 1.568 0.804
H -1.144 1.405 -1.005
H -1.746 -0.747 -0.828
H -2.785 0.401 1.343
H -1.909 -0.808 1.951
H -0.245 -1.483 1.719
H 0.880 -1.047 0.543
H -0.484 -2.768 -0.739
*
```

Computed properties:
**LUMO**: 0.0371 hartree
**Frontier orbital gap**: 9.99 eV
**HOMO level**: -8.98 eV
**SMILES string**: C/C=C/C[C@H](N)CO
**Energy relative to the best compared isomer or geometry (same formula, charge and spin)**: 61.23 kcal/mol